{
  "formula": "C5H11O2",
  "method": "wB97M-V/def2-TZVPD",
  "species": ["O", "O", "C", "C", "C", "C", "C", "H", "H", "H", "H", "H", "H", "H", "H", "H", "H", "H"],
  "coordinates": [[-1.473, 1.431, 1.232], [-1.600, -0.140, -0.376], [-1.059, 0.837, 0.215], [0.647, -2.776, -0.775], [0.684, 2.730, 0.028], [0.218, 1.342, -0.483], [1.863, -2.832, 0.185], [0.682, -1.881, -1.379], [0.670, -3.613, -1.487], [-0.297, -2.756, -0.232], [2.143, -1.817, 0.451], [0.989, 0.586, -0.330], [0.051, 1.408, -1.555], [1.071, 3.323, -0.804], [1.642, 2.618, 0.563], [2.620, -3.482, -0.238], [-0.075, 3.115, 0.704], [1.594, -3.421, 1.066]],
  "homo_lumo_gap_ha": 0.283,
  "relative_energy_ev": 0.5311,
  "total_charge": -1,
  "homo_ev": -3.822,
  "mol_weight_g_mol": 103.141,
  "e_lumo_ev": 3.87
}